<P>
25
Properties=species:S:1:pos:R:3:mulliken_charge:R:1 method="wB97M-V/def2-TZVPD" homo_lumo_gap_ev=3.367 e_lumo_ev=-9.39 total_charge=+1
N 4.062 0.603 -0.431 -0.47
C 2.770 0.079 0.038 -0.08
C 2.793 -1.437 0.045 -0.95
N -1.772 1.570 0.197 -0.19
C -3.215 -0.168 0.947 -1.11
C -2.655 0.552 -0.307 0.13
C -1.989 -0.447 -1.287 -1.08
H 4.552 1.283 0.137 0.27
H -1.646 2.362 -0.430 0.31
H 3.971 0.978 -1.369 0.26
H 2.653 0.521 1.033 0.29
H 2.016 0.509 -0.634 0.20
H 3.399 -1.777 -0.787 0.38
H 3.047 -1.921 0.985 0.27
H 1.773 -1.789 -0.179 0.21
H -3.809 0.605 1.423 0.36
H -3.870 -0.993 0.665 0.36
H -2.470 -0.639 1.592 0.30
H -3.449 1.143 -0.766 0.47
H -2.812 -1.062 -1.646 0.36
H -1.320 -1.017 -0.647 0.28
H -1.415 0.028 -2.077 0.37
H -0.888 1.178 0.612 0.31
H 0.110 -0.055 1.932 0.28
O 0.164 -0.104 0.952 -0.53

=====

<Q>
25
Properties=species:S:1:pos:R:3:mulliken_charge:R:1 method="wB97M-V/def2-TZVPD" homo_lumo_gap_ev=9.963 e_lumo_ev=-3.37 total_charge=+1
C 1.411 1.231 1.015 -0.98
C 1.410 0.974 -0.499 -0.35
C 0.127 1.462 -1.201 -0.75
C -0.739 0.491 -2.078 -0.73
C -0.699 -0.869 -1.378 -0.51
N -1.687 -0.906 -0.240 -0.16
N 0.694 0.122 1.719 -0.49
H 2.434 1.313 1.417 0.39
H 0.936 2.174 1.293 0.40
H 2.383 1.401 -0.810 0.37
H 1.666 -0.038 -0.807 0.30
H 0.413 2.424 -1.631 0.47
H -0.539 1.820 -0.406 0.34
H -1.650 1.080 -2.119 0.33
H -0.215 0.302 -3.032 0.31
H -1.046 -1.562 -2.162 0.41
H 0.311 -1.153 -1.116 0.26
H -2.343 -0.123 -0.215 0.42
H -2.130 -1.767 0.068 0.41
H -1.115 -0.670 0.622 0.12
H 0.188 0.447 2.534 0.20
H 1.351 -0.569 2.054 0.25
H 0.370 -2.476 2.136 0.33
H -1.101 -2.823 2.202 0.28
O -0.430 -2.283 2.633 -0.61

=====

The structure with the least stability is <P>.

=====

<P>
20
Properties=species:S:1:pos:R:3:mulliken_charge:R:1 method="wB97M-V/def2-TZVPD" homo_lumo_gap_ev=9.484 e_lumo_ev=0.67 smiles="C[C@H]1C=N[C@@H]2C=CC=N[C@H]12"
C 2.406 -0.683 -0.345 -1.55
C 1.054 -0.267 0.244 0.35
C 0.947 1.148 0.814 -0.45
N -0.027 1.919 0.471 -0.70
C -0.834 1.273 -0.502 0.20
C -2.270 1.257 0.205 -0.65
C -2.917 0.104 0.182 -0.27
C -2.201 -1.218 -0.051 -0.11
N -1.035 -1.410 -0.458 -0.62
C -0.123 -0.298 -0.749 -0.17
H 3.155 -0.907 0.432 0.36
H 2.833 0.173 -0.827 0.38
H 2.293 -1.526 -0.916 0.45
H 0.792 -0.819 1.152 0.33
H 1.661 1.415 1.526 0.48
H -0.948 1.745 -1.427 0.43
H -2.750 2.145 0.551 0.38
H -3.964 0.148 0.346 0.38
H -2.884 -2.041 -0.001 0.37
H 0.118 -0.472 -1.843 0.40

=====

<Q>
20
Properties=species:S:1:pos:R:3:mulliken_charge:R:1 method="wB97M-V/def2-TZVPD" homo_lumo_gap_ev=10.049 e_lumo_ev=1.04 smiles=CC1(c2ccccc2)NN1
C 1.788 -1.128 -0.847 -1.10
C 1.409 0.202 0.193 0.67
C -0.059 0.265 0.208 -0.02
C -0.741 1.163 -0.521 0.11
C -2.096 1.046 -0.780 -0.82
C -2.748 -0.037 -0.142 -0.15
C -2.128 -0.971 0.674 -0.84
C -0.757 -0.775 0.874 -0.12
N 2.282 0.434 1.288 -0.59
N 2.147 1.331 0.146 -0.47
H 1.327 -2.049 -0.428 0.31
H 2.881 -1.150 -0.604 0.35
H 1.530 -0.912 -1.817 0.37
H -0.127 2.076 -0.868 0.26
H -2.686 1.579 -1.551 0.34
H -3.779 -0.159 -0.259 0.39
H -2.796 -1.616 1.234 0.35
H -0.121 -1.366 1.548 0.40
H 1.696 0.753 2.073 0.31
H 2.978 1.314 -0.422 0.26

=====

The structure with the least stability is <Q>.

=====

<P>
23
Properties=species:S:1:pos:R:3:mulliken_charge:R:1 method="wB97M-V/def2-TZVPD" homo_lumo_gap_ev=8.818 e_lumo_ev=0.86 smiles="C=C[C@H](C)C(O)=C(C)C"
C -0.470 1.922 1.858 -0.81
C -0.512 0.610 1.717 -0.09
C -1.004 -0.104 0.489 0.62
C -2.099 -1.114 0.848 -1.95
C 0.215 -0.745 -0.148 0.38
O 0.594 -1.981 0.325 -0.60
C 0.959 -0.140 -1.078 0.60
C 2.199 -0.781 -1.629 -1.38
C 0.633 1.224 -1.620 -1.43
H -0.852 2.591 1.103 0.27
H -0.072 2.387 2.743 0.27
H -0.125 -0.030 2.499 0.26
H -1.414 0.624 -0.211 0.35
H -3.013 -0.580 1.099 0.44
H -1.835 -1.718 1.719 0.45
H -2.304 -1.770 0.001 0.38
H -0.101 -2.322 0.893 0.30
H 2.128 -0.844 -2.727 0.33
H 3.069 -0.173 -1.377 0.32
H 2.338 -1.782 -1.219 0.34
H 1.366 1.508 -2.367 0.41
H 0.647 1.970 -0.829 0.24
H -0.348 1.246 -2.091 0.33

=====

<Q>
23
Properties=species:S:1:pos:R:3:mulliken_charge:R:1 method="wB97M-V/def2-TZVPD" homo_lumo_gap_ev=9.767 e_lumo_ev=1.03
C 0.355 2.617 0.744 -1.40
C 0.014 1.150 0.715 -0.42
C 3.259 -0.046 0.176 0.11
C 0.623 -1.556 -0.687 -1.64
C -0.937 -1.736 1.360 -1.42
C -1.193 0.702 -1.514 -1.28
C -0.679 -1.092 -0.050 0.51
C -0.597 0.338 -0.161 0.94
O 3.184 0.230 -0.916 -0.12
H 0.762 2.819 1.670 0.42
H -0.560 3.252 0.635 0.29
H 0.335 0.582 1.625 0.15
H 1.056 2.848 -0.080 0.29
H 1.354 -1.577 0.148 0.26
H 0.987 -0.964 -1.450 0.51
H 0.536 -2.530 -0.973 0.48
H -0.845 -1.039 2.079 0.41
H -2.074 -2.081 1.436 0.28
H -0.345 -2.594 1.643 0.38
H -0.530 1.535 -1.880 0.36
H -2.257 0.906 -1.530 0.29
H -1.005 -0.143 -2.292 0.32
H -1.442 -1.620 -0.696 0.30

=====

<R>
23
Properties=species:S:1:pos:R:3:mulliken_charge:R:1 method="wB97M-V/def2-TZVPD" homo_lumo_gap_ev=9.334 e_lumo_ev=0.89 smiles="C=C[C@@]1(O)CCC1(C)C"
C 0.063 2.480 0.086 -1.15
C -0.931 1.632 0.204 -0.41
C -1.102 0.269 -0.323 1.08
O -2.423 -0.329 -0.040 -0.60
C -0.538 0.029 -1.748 -0.84
C 0.725 -0.690 -1.258 -1.08
C 0.403 -0.751 0.188 1.39
C -0.051 -2.010 0.880 -1.70
C 1.453 0.033 1.054 -1.42
H 0.041 3.448 0.593 0.24
H 0.950 2.337 -0.554 0.33
H -1.666 1.938 0.926 0.24
H -2.568 -0.477 0.895 0.36
H -0.375 1.017 -2.302 0.32
H -1.096 -0.686 -2.422 0.30
H 0.884 -1.570 -1.808 0.41
H 1.573 -0.094 -1.290 0.31
H -0.588 -1.886 1.900 0.32
H 0.734 -2.652 1.181 0.50
H -0.869 -2.667 0.378 0.32
H 1.609 -0.284 2.089 0.38
H 1.481 1.178 0.902 0.27
H 2.292 -0.264 0.468 0.44

=====

<S>
23
Properties=species:S:1:pos:R:3:mulliken_charge:R:1 method="wB97M-V/def2-TZVPD" homo_lumo_gap_ev=9.553 e_lumo_ev=0.91 smiles="C=CC(C)(C)OC(=C)C"
C 1.551 1.521 0.880 -0.81
C 0.720 0.463 1.002 -0.32
C 0.630 -0.503 -0.051 1.58
C 1.253 -0.191 -1.436 -1.74
C 1.318 -1.841 0.399 -1.77
O -0.758 -0.946 -0.204 -0.44
C -1.781 -0.067 0.024 0.64
C -2.678 -0.502 0.939 -1.14
C -1.752 1.188 -0.767 -1.10
H 2.228 1.662 -0.027 0.16
H 1.716 2.388 1.569 0.28
H 0.018 0.512 1.885 0.32
H 2.276 -0.063 -1.188 0.48
H 0.841 0.782 -1.758 0.43
H 1.090 -1.093 -2.000 0.40
H 1.003 -2.195 1.345 0.41
H 2.389 -1.704 0.434 0.43
H 1.145 -2.621 -0.318 0.43
H -2.466 -1.368 1.350 0.38
H -3.524 0.022 1.225 0.35
H -1.084 2.012 -0.550 0.28
H -2.637 1.729 -0.942 0.47
H -1.498 0.814 -1.808 0.28

=====

The structure with the least stability is <R>.

=====

<P>
9
Properties=species:S:1:pos:R:3:mulliken_charge:R:1 method="wB97M-V/def2-TZVPD" homo_lumo_gap_ev=11.095 e_lumo_ev=0.55 smiles="N#CCSC=O"
N 2.100 2.119 -0.014 -0.37
C 1.526 1.118 0.061 0.21
C 0.876 -0.180 0.229 -0.36
S -0.696 0.071 1.077 -0.06
C -1.758 -0.445 -0.199 0.13
O -1.385 -0.826 -1.293 -0.48
H 0.624 -0.643 -0.739 0.29
H 1.536 -0.796 0.821 0.31
H -2.823 -0.418 0.057 0.33

=====

<Q>
9
Properties=species:S:1:pos:R:3:mulliken_charge:R:1 method="wB97M-V/def2-TZVPD" homo_lumo_gap_ev=9.648 e_lumo_ev=0.22 smiles="N#CC=C=O.S"
N -1.269 -0.189 0.953 -0.38
C -0.188 0.189 0.838 0.29
C 0.965 0.916 0.571 -0.68
C 1.887 0.667 1.431 0.74
O 2.723 0.427 2.169 -0.28
H 1.038 1.581 -0.282 0.34
S -1.306 -0.953 -2.268 -0.42
H -2.622 -0.473 -1.879 0.19
H -1.229 -2.166 -1.535 0.19

=====

<R>
9
Properties=species:S:1:pos:R:3:mulliken_charge:R:1 method="wB97M-V/def2-TZVPD" homo_lumo_gap_ev=9.911 e_lumo_ev=0.61 smiles="C=C=O.N=C=S"
C -1.318 -1.709 0.784 -1.08
C -0.986 -0.519 0.466 0.87
O -0.758 0.583 0.253 -0.33
H -2.306 -2.005 0.718 0.26
H -0.571 -2.246 1.155 0.29
N -3.139 1.289 -1.748 -0.39
C -2.143 0.849 -2.207 0.41
S -0.757 0.378 -2.745 -0.32
H -3.637 1.143 -0.918 0.30

=====

The structure with the least stability is <Q>.

=====

<P>
9
Properties=species:S:1:pos:R:3:mulliken_charge:R:1 method="wB97M-V/def2-TZVPD" homo_lumo_gap_ev=8.835 e_lumo_ev=0.01 smiles="S=C1C=NCO1"
S -2.868 -0.074 -0.023 -0.31
C -1.240 -0.048 0.093 0.31
C 0.048 -1.215 0.052 0.03
N 1.105 -0.575 -0.019 -0.45
C 0.889 0.817 -0.028 -0.26
O -0.527 1.053 0.115 -0.28
H -0.140 -2.319 0.034 0.33
H 1.389 1.261 0.714 0.33
H 1.343 1.098 -0.938 0.30

=====

<Q>
9
Properties=species:S:1:pos:R:3:mulliken_charge:R:1 method="wB97M-V/def2-TZVPD" homo_lumo_gap_ev=8.924 e_lumo_ev=-0.40
C 0.445 -0.557 -0.296 -0.12
C 3.226 0.297 0.123 0.59
C 0.245 -1.829 -1.043 -0.41
N 3.419 -0.802 0.559 -0.45
O 2.948 1.338 -0.329 -0.41
S -0.199 -1.683 0.746 0.00
H -0.413 -1.893 -1.777 0.36
H 1.208 -2.439 -1.286 0.13
H 3.230 -1.789 0.531 0.30

=====

The structure with the least stability is <Q>.

=====

<P>
9
Properties=species:S:1:pos:R:3:mulliken_charge:R:1 method="wB97M-V/def2-TZVPD" homo_lumo_gap_ev=9.847 e_lumo_ev=0.80 smiles=Sc1ccon1
S 2.464 -0.476 -0.084 -0.22
C 0.617 -0.298 -0.098 0.30
C -0.336 0.758 -0.178 -0.43
C -1.486 0.055 -0.098 -0.15
O -1.187 -1.247 0.058 -0.11
N 0.082 -1.568 -0.142 -0.36
H 2.603 0.779 0.484 0.13
H -0.240 1.684 0.155 0.39
H -2.518 0.312 -0.096 0.44

=====

<Q>
9
Properties=species:S:1:pos:R:3:mulliken_charge:R:1 method="wB97M-V/def2-TZVPD" homo_lumo_gap_ev="7.410 / 7.411" e_lumo_ev="-0.74 / -0.74"
C 1.188 0.421 0.268 -0.12
C 0.087 -1.385 0.046 0.26
C -0.150 0.851 0.051 -0.10
N -0.806 -0.440 -0.271 -0.07
O 0.106 -2.583 0.019 -0.43
S 2.601 1.030 -0.144 -0.21
H -0.698 1.134 1.018 0.20
H -0.573 1.528 -0.707 0.27
H -1.755 -0.556 -0.279 0.19

=====

The structure with the least stability is <Q>.

=====

<P>
13
Properties=species:S:1:pos:R:3:mulliken_charge:R:1 method="wB97M-V/def2-TZVPD" homo_lumo_gap_ev=8.704 e_lumo_ev=0.69
C -1.193 2.519 0.422 -1.01
C -0.608 1.701 -0.454 0.33
N -0.122 0.417 -0.205 -0.01
S -0.319 -0.156 1.428 -0.15
C 0.456 -0.275 -1.259 0.35
N 0.995 -1.415 -1.423 -0.51
O 1.028 -2.239 -0.279 -0.40
H -1.511 3.485 0.101 0.24
H -1.384 2.266 1.456 0.25
H -0.453 2.033 -1.456 0.17
H 0.250 -1.332 1.209 0.20
H 0.455 0.313 -2.180 0.20
H 1.482 -3.042 -0.597 0.35

=====

<Q>
13
Properties=species:S:1:pos:R:3:mulliken_charge:R:1 method="wB97M-V/def2-TZVPD" homo_lumo_gap_ev=8.712 e_lumo_ev=0.06
C 0.267 2.658 0.621 -0.75
N -0.048 1.266 0.450 0.18
O 0.626 0.417 1.319 -0.37
C -0.944 0.789 -0.423 0.29
N -1.402 -0.429 -0.543 -0.56
C -0.724 -1.563 -0.501 -0.02
S 0.897 -1.773 -0.578 -0.44
H 1.430 2.768 0.653 0.27
H -0.216 3.013 1.614 0.27
H -0.199 3.198 -0.214 0.27
H 0.979 -0.278 0.665 0.29
H -1.409 1.612 -0.985 0.23
H -1.382 -2.454 -0.563 0.34

=====

<R>
13
Properties=species:S:1:pos:R:3:mulliken_charge:R:1 method="wB97M-V/def2-TZVPD" homo_lumo_gap_ev=10.220 e_lumo_ev=0.41 smiles="[H]/N=C(/NC=O)SC"
H -2.187 -0.989 0.360 0.29
N -1.622 -0.556 -0.468 -0.66
C -0.553 -0.054 -0.090 0.54
N 0.517 0.434 -0.884 -0.15
C 0.600 0.664 -2.166 0.14
O 1.793 0.823 -2.644 -0.62
S 0.236 -0.032 1.505 -0.05
C -0.999 -0.967 2.491 -0.90
H 1.418 0.517 -0.618 0.22
H -0.399 0.805 -2.721 0.29
H -1.212 -2.024 1.973 0.32
H -0.269 -0.981 3.462 0.27
H -2.024 -0.415 2.679 0.30

=====

<S>
13
Properties=species:S:1:pos:R:3:mulliken_charge:R:1 method="wB97M-V/def2-TZVPD" homo_lumo_gap_ev=9.599 e_lumo_ev=0.53
C 0.608 0.872 1.403 -0.80
S -1.167 0.595 1.343 -0.01
C -1.477 -0.850 0.468 -0.03
N -0.894 -1.498 -0.495 -0.63
N 0.328 -0.931 -0.946 0.07
C 0.408 0.222 -1.704 0.05
O 1.395 0.607 -2.296 -0.55
H 0.950 1.445 0.529 0.29
H 0.709 1.534 2.265 0.34
H 1.176 0.000 1.673 0.32
H -2.469 -1.156 0.772 0.33
H 1.041 -1.570 -1.249 0.27
H -0.608 0.730 -1.762 0.35

=====

The structure with the least stability is <P>.

=====

<P>
13
Properties=species:S:1:pos:R:3:mulliken_charge:R:1 method="wB97M-V/def2-TZVPD" homo_lumo_gap_ev=10.367 e_lumo_ev=0.67
H -1.966 0.856 -1.258 0.19
N -1.472 0.958 -0.376 -0.66
C -0.741 -0.103 -0.242 0.74
N -0.850 -1.175 -1.118 -0.49
C 0.167 -0.312 0.937 -0.97
C 1.557 0.224 0.734 0.63
O 2.512 -0.498 0.756 -0.49
S 1.645 1.967 0.279 -0.21
H -1.161 -0.987 -2.032 0.22
H -0.126 -1.895 -1.069 0.23
H 0.406 -1.341 1.252 0.30
H -0.294 0.199 1.808 0.33
H 0.323 2.107 0.331 0.17

=====

<Q>
13
Properties=species:S:1:pos:R:3:mulliken_charge:R:1 method="wB97M-V/def2-TZVPD" homo_lumo_gap_ev=9.198 e_lumo_ev=0.06 smiles="CN/N=C/C(=O)S"
C -3.026 0.423 0.076 -0.96
N -2.132 -0.689 -0.152 -0.20
N -0.844 -0.599 -0.111 -0.33
C -0.232 0.539 0.080 -0.17
C 1.196 0.642 -0.077 0.47
O 1.768 1.722 -0.042 -0.53
S 1.995 -0.932 0.032 -0.29
H -3.138 0.830 1.145 0.32
H -4.006 0.008 -0.213 0.33
H -2.916 1.288 -0.519 0.38
H -2.515 -1.534 0.087 0.22
H -0.888 1.361 0.189 0.48
H 0.613 -1.419 0.501 0.27

=====

The structure with the least stability is <Q>.